Computed, not measured: C20H50BeN2O4Si2 as an isolated structure at a distorted geometry, with ωB97M-V/def2-TZVPD.

Values from the calculation:
lowest unoccupied orbital energy (alpha / beta): -0.03 / -0.03 eV
energy relative to the best compared isomer or geometry (same formula, charge and spin): 17.5 kcal per mole
Kohn-Sham gap (alpha / beta): 6.4015 / 6.4023 eV

Each line ends with the Löwdin charge.
Atoms and positions in Å:
O -0.571 -1.184 -1.881  -0.10
O 0.611 0.625 -3.074  -0.24
C 0.188 -2.453 -2.270  -0.14
C -0.567 -3.621 -1.704  -0.05
H 1.180 -2.316 -1.822  0.12
H 0.259 -2.451 -3.363  0.12
H -0.645 -3.551 -0.611  0.09
H -0.003 -4.529 -1.948  0.10
H -1.570 -3.709 -2.136  0.08
C -1.949 -0.995 -2.552  -0.10
C -1.875 -1.197 -4.043  -0.06
H -2.225 0.025 -2.266  0.13
H -2.554 -1.725 -2.022  0.11
H -1.092 -0.585 -4.509  0.07
H -2.828 -0.887 -4.496  0.10
H -1.727 -2.257 -4.281  0.08
C 0.151 1.995 -2.948  -0.20
C 1.905 0.406 -3.685  -0.21
C -0.789 2.364 -4.071  -0.06
H 1.023 2.664 -2.898  0.13
H -0.367 2.018 -1.983  0.13
H -0.289 2.315 -5.045  0.07
H -1.142 3.387 -3.914  0.09
H -1.663 1.700 -4.083  0.07
C 1.875 0.602 -5.186  -0.06
H 2.156 -0.628 -3.427  0.12
H 2.635 1.072 -3.200  0.13
H 1.037 0.064 -5.650  0.08
H 2.804 0.201 -5.607  0.09
H 1.812 1.664 -5.445  0.08
H 0.004 -0.379 -2.193  0.09
Be 0.016 -0.167 1.887  -0.04
C 1.287 -0.128 0.634  -0.24
Si 3.100 0.326 0.864  0.42
H 1.280 -1.139 0.177  -0.02
H 0.900 0.554 -0.154  0.00
C 4.144 -0.774 -0.263  -0.20
C 3.895 0.157 2.545  -0.19
C 3.456 2.077 0.287  -0.19
C -1.615 -0.888 1.477  -0.24
Si -3.280 -0.028 1.316  0.43
H -1.810 -1.594 2.309  0.00
H -1.351 -1.534 0.620  -0.03
C -4.520 -0.889 0.152  -0.21
C -3.075 1.693 0.583  -0.20
C -4.215 0.052 2.960  -0.20
H 2.915 2.329 -0.633  0.01
H 4.532 2.176 0.090  0.03
H 3.180 2.808 1.056  0.03
H 3.886 -1.833 -0.145  0.02
H 5.202 -0.656 0.004  0.02
H 4.019 -0.509 -1.320  0.01
H 3.565 -0.729 3.097  0.02
H 3.704 1.037 3.169  0.03
H 4.981 0.082 2.383  0.03
H -3.549 1.763 -0.408  0.01
H -2.009 1.939 0.500  0.00
H -3.535 2.438 1.248  0.03
H -5.146 0.631 2.862  0.03
H -3.603 0.522 3.741  0.02
H -4.495 -0.956 3.304  0.03
H -5.529 -0.480 0.329  0.03
H -4.558 -1.973 0.334  0.02
H -4.268 -0.718 -0.904  -0.01
C 0.936 -0.669 5.729  -0.01
C 0.522 -0.181 4.384  -0.24
N 0.599 -0.968 3.307  -0.03
O 1.053 -2.255 3.634  -0.05
C 0.111 1.149 4.092  -0.27
C 0.019 2.291 5.040  -0.04
N -0.123 1.336 2.768  -0.13
O -0.472 2.484 2.349  -0.11
H 1.208 -1.728 5.668  0.07
H 0.140 -0.533 6.474  0.09
H 1.803 -0.085 6.071  0.10
H 0.908 -2.821 2.860  0.10
H 0.679 3.096 4.694  0.08
H -0.999 2.700 5.104  0.08
H 0.331 1.962 6.036  0.07

Computed, not measured: C20H50HgN2O4Si2 as an isolated structure at a distorted geometry, with ωB97M-V/def2-TZVPD.

Values from the calculation:
lowest unoccupied orbital energy: -0.15 eV
energy relative to the best compared isomer or geometry (same formula, charge and spin): 18.3 kcal per mole
Kohn-Sham gap: 4.7277 eV

Each line ends with the Löwdin charge.
Atoms and positions in Å:
O -1.391 -2.301 -1.196  -0.15
O -2.670 -1.189 -2.804  -0.15
C -0.482 -3.322 -1.800  -0.18
C 0.376 -4.048 -0.799  -0.07
H 0.142 -2.756 -2.505  0.12
H -1.122 -4.027 -2.354  0.11
H 0.940 -3.380 -0.150  0.10
H 1.104 -4.651 -1.341  0.09
H -0.180 -4.758 -0.186  0.08
C -2.029 -2.690 0.133  -0.15
C -3.245 -3.517 -0.178  -0.05
H -2.229 -1.739 0.641  0.12
H -1.252 -3.202 0.706  0.11
H -3.924 -2.960 -0.854  0.09
H -3.793 -3.740 0.744  0.09
H -2.897 -4.451 -0.655  0.09
C -3.613 -0.103 -2.516  -0.17
C -2.406 -1.390 -4.219  -0.19
C -3.595 0.301 -1.070  -0.03
H -4.590 -0.480 -2.846  0.13
H -3.327 0.749 -3.155  0.13
H -3.661 -0.554 -0.389  0.07
H -4.462 0.948 -0.912  0.10
H -2.713 0.906 -0.829  0.08
C -2.984 -2.706 -4.663  -0.05
H -1.320 -1.324 -4.344  0.13
H -2.894 -0.556 -4.743  0.13
H -2.570 -3.574 -4.135  0.07
H -2.756 -2.826 -5.725  0.09
H -4.072 -2.722 -4.524  0.09
H -2.188 -1.912 -2.045  0.08
Hg 1.239 1.102 1.497  1.05
C 0.803 1.003 -0.509  -0.49
Si 1.218 1.682 -2.202  0.42
H -0.307 1.103 -0.516  -0.06
H 0.931 -0.087 -0.743  -0.04
C 1.737 0.109 -3.121  -0.21
C 2.452 3.048 -1.892  -0.18
C -0.414 2.085 -3.067  -0.18
C 3.249 0.305 1.150  -0.41
Si 4.378 1.359 2.194  0.35
H 3.421 0.381 0.071  -0.03
H 3.242 -0.755 1.447  -0.03
C 4.873 2.907 1.247  -0.20
C 5.861 0.280 2.604  -0.21
C 3.441 1.970 3.722  -0.23
H -0.369 2.967 -3.726  0.02
H -1.203 2.263 -2.323  0.02
H -0.764 1.237 -3.675  0.00
H 2.696 -0.300 -2.779  0.03
H 1.783 0.252 -4.210  0.02
H 0.973 -0.660 -2.918  -0.01
H 3.057 2.831 -0.998  0.00
H 1.933 3.999 -1.694  0.04
H 3.145 3.212 -2.728  0.02
H 6.196 -0.249 1.698  0.03
H 5.600 -0.479 3.355  0.02
H 6.697 0.881 2.985  0.02
H 3.159 1.151 4.398  0.02
H 2.512 2.497 3.446  0.00
H 4.072 2.686 4.271  0.02
H 5.362 3.606 1.941  0.02
H 4.007 3.423 0.807  0.01
H 5.578 2.670 0.438  0.03
C -1.294 0.600 5.348  -0.04
C -0.962 0.901 3.939  -0.31
N 0.021 0.173 3.423  -0.09
O 0.562 -0.617 4.443  -0.13
C -1.570 1.909 3.113  -0.32
C -2.841 2.605 3.439  -0.07
N -0.886 2.199 1.975  -0.21
O -1.381 2.971 1.127  -0.17
H -1.576 -0.454 5.464  0.09
H -2.125 1.218 5.695  0.07
H -0.436 0.784 6.007  0.09
H 1.238 -1.159 3.999  0.09
H -2.653 3.627 3.797  0.08
H -3.479 2.673 2.549  0.07
H -3.378 2.067 4.226  0.06

Computed, not measured: C20H50LaNO2P2Si4Te as an isolated structure at a distorted geometry, with ωB97M-V/def2-TZVPD.

Values from the calculation:
lowest unoccupied orbital energy: -6.17 eV
energy relative to the best compared isomer or geometry (same formula, charge and spin): 36.2 kcal per mole
total charge: +2
Kohn-Sham gap: 5.9761 eV

Each line ends with the Löwdin charge.
Atoms and positions in Å:
La 0.286 1.072 -0.813  1.47
P -3.136 -0.039 -2.910  0.67
C -2.356 0.996 -4.206  -0.20
C -0.883 1.349 -4.399  -0.26
N 0.049 1.334 -3.398  -0.02
C 1.332 1.610 -3.748  -0.35
C 1.708 2.057 -5.007  0.00
C 0.744 2.140 -6.006  0.01
C -0.557 1.788 -5.670  -0.01
C 2.412 1.388 -2.674  -0.38
P 2.419 -0.304 -1.887  0.49
H -1.360 1.847 -6.412  0.14
H 2.759 2.302 -5.181  0.13
H 0.992 2.473 -7.013  0.13
H 3.414 1.450 -3.128  0.10
H 2.384 2.223 -1.922  0.07
H -2.664 0.525 -5.103  0.08
H -2.902 1.966 -4.181  0.13
H 0.948 -4.209 -5.020  0.03
O 0.361 -3.495 -4.846  -0.04
H 0.235 -3.071 -5.708  0.05
H -3.383 -1.413 -3.139  0.07
O -1.745 -0.778 -2.188  -0.41
H -1.206 -1.279 -2.827  0.04
C 2.246 -1.410 -3.303  -0.25
H 2.933 -1.113 -4.105  0.07
H 2.471 -2.438 -2.995  0.07
H 1.228 -1.415 -3.708  0.03
C 4.145 -0.477 -1.352  -0.24
H 4.173 -1.045 -0.413  0.03
H 4.715 -1.021 -2.121  0.07
H 4.600 0.512 -1.194  0.06
C -3.509 0.895 -1.408  -0.17
H -4.513 1.344 -1.468  0.07
H -3.494 0.257 -0.516  0.02
H -2.814 1.743 -1.268  0.04
C -4.887 0.060 -3.615  -0.25
H -5.541 -0.546 -2.984  0.06
H -5.243 1.097 -3.630  0.04
H -4.909 -0.346 -4.628  0.05
C -2.712 -1.033 1.524  -0.24
Si -1.547 -1.504 2.928  0.31
C -2.326 -0.936 4.546  -0.20
C -1.330 -3.379 2.940  -0.20
Si 0.497 -0.448 2.476  0.04
Te 1.153 -1.653 0.355  0.51
Si 0.438 1.891 2.332  0.27
C -0.017 2.392 4.077  -0.19
C 2.155 2.553 1.920  -0.21
C -0.885 2.721 1.233  -0.30
Si 1.874 -1.082 4.287  0.35
C 1.048 -0.748 5.954  -0.19
C 2.244 -2.923 4.150  -0.20
C 3.481 -0.105 4.197  -0.22
H -3.670 -1.555 1.680  0.05
H -2.317 -1.318 0.541  0.01
H -2.913 0.046 1.526  0.01
H -3.393 -1.203 4.508  0.04
H -1.888 -1.433 5.419  0.03
H -2.260 0.148 4.697  0.02
H -0.758 -3.734 2.074  0.01
H -0.831 -3.736 3.851  0.03
H -2.330 -3.837 2.897  0.05
H 0.819 2.252 4.775  0.04
H -0.266 3.464 4.044  0.05
H -0.890 1.850 4.465  0.03
H 2.780 1.879 1.317  0.02
H 2.075 3.525 1.409  0.04
H 2.676 2.712 2.876  0.05
H -0.571 3.141 0.252  -0.01
H -1.809 2.134 1.116  0.03
H -1.148 3.609 1.816  0.06
H 0.194 -1.413 6.138  0.02
H 1.796 -0.939 6.740  0.05
H 0.704 0.288 6.063  0.02
H 2.504 -3.211 3.123  0.02
H 3.107 -3.143 4.798  0.05
H 1.400 -3.545 4.478  0.03
H 3.913 -0.123 3.188  0.03
H 3.351 0.943 4.500  0.02
H 4.203 -0.574 4.883  0.04

Computed, not measured: C20H50NO2P2PbSi4Te as an isolated structure at a distorted geometry, with ωB97M-V/def2-TZVPD.

Values from the calculation:
lowest unoccupied orbital energy (alpha / beta): -12.05 / -12.05 eV
energy relative to the best compared isomer or geometry (same formula, charge and spin): 0.0 kcal per mole
total charge: +3
Kohn-Sham gap (alpha / beta): 3.9933 / 3.9908 eV

Each line ends with the Löwdin charge.
Atoms and positions in Å:
Pb 2.460 3.778 0.626  1.22
P 3.667 1.426 -0.198  0.72
C 4.680 2.222 -1.511  -0.28
C 3.853 3.122 -2.417  -0.32
N 2.743 3.705 -1.910  -0.04
C 1.906 4.375 -2.728  -0.31
C 2.243 4.628 -4.057  0.01
C 3.437 4.124 -4.562  0.01
C 4.246 3.354 -3.733  0.01
C 0.592 4.913 -2.206  -0.28
P 0.062 4.339 -0.541  0.75
H 5.182 2.915 -4.070  0.13
H 1.549 5.205 -4.662  0.13
H 3.731 4.332 -5.590  0.14
H 0.629 6.016 -2.175  0.11
H -0.216 4.634 -2.904  0.11
H 5.469 2.762 -1.056  0.09
H 5.137 1.410 -2.099  0.11
H 3.798 5.544 3.257  0.05
O 3.379 5.688 2.420  -0.19
H 3.547 6.619 2.212  0.07
H -0.108 -0.157 2.342  -0.07
O 0.940 1.486 1.798  -0.69
H 0.487 1.819 2.605  -0.03
C -0.834 5.786 0.104  -0.23
H -1.903 5.690 -0.134  0.06
H -0.708 5.810 1.196  0.06
H -0.434 6.715 -0.326  0.06
C -1.252 3.144 -0.915  -0.25
H -1.182 2.294 -0.215  -0.04
H -2.231 3.635 -0.809  0.06
H -1.133 2.772 -1.943  0.06
C 2.995 -0.007 -1.087  -0.26
H 3.808 -0.729 -1.261  0.07
H 2.195 -0.480 -0.491  -0.06
H 2.570 0.319 -2.047  0.06
C 4.890 0.722 0.941  -0.23
H 4.369 0.461 1.874  0.06
H 5.332 -0.185 0.504  0.06
H 5.672 1.463 1.160  0.06
C -4.438 -0.834 -0.358  -0.18
Si -3.303 -2.253 -0.850  0.36
C -4.279 -3.859 -0.956  -0.18
C -2.484 -1.888 -2.505  -0.20
Si -1.658 -2.447 0.797  0.26
Te -0.272 -0.282 0.662  1.20
Si -2.564 -2.472 2.950  0.34
C -3.866 -3.825 3.052  -0.18
C -1.147 -2.819 4.139  -0.20
C -3.321 -0.786 3.300  -0.19
Si -0.256 -4.280 0.422  0.42
C -1.207 -5.852 0.843  -0.16
C 0.249 -4.287 -1.391  -0.18
C 1.263 -4.121 1.521  -0.18
H -5.198 -0.719 -1.145  0.06
H -3.893 0.116 -0.271  0.03
H -4.956 -1.019 0.592  0.03
H -5.098 -3.706 -1.675  0.06
H -3.663 -4.692 -1.318  0.04
H -4.721 -4.149 0.006  0.03
H -1.767 -1.060 -2.437  0.02
H -1.960 -2.762 -2.913  0.03
H -3.271 -1.597 -3.218  0.06
H -3.465 -4.818 2.806  0.03
H -4.238 -3.853 4.088  0.06
H -4.721 -3.625 2.391  0.03
H -0.332 -2.093 4.027  0.03
H -1.542 -2.740 5.164  0.06
H -0.733 -3.828 4.010  0.03
H -2.599 0.025 3.145  0.02
H -4.203 -0.588 2.677  0.03
H -3.636 -0.773 4.355  0.06
H -2.087 -5.991 0.202  0.04
H -0.529 -6.704 0.682  0.07
H -1.536 -5.875 1.891  0.04
H 0.735 -3.347 -1.684  0.04
H 0.972 -5.104 -1.540  0.06
H -0.603 -4.458 -2.063  0.04
H 1.749 -3.142 1.411  0.03
H 1.029 -4.271 2.583  0.04
H 1.982 -4.895 1.214  0.06

Computed, not measured: a 8-piece molecular cluster, C20H51BrN15O12P overall at a distorted geometry, with ωB97M-V/def2-TZVPD.

Values from the calculation:
lowest unoccupied orbital energy: 0.40 eV
energy relative to the best compared isomer or geometry (same formula, charge and spin): 0.0 kcal per mole
SMILES: CCC(=O)OCC[C@@]1(P(O)Br)C[C@H](CCCCN)C(=O)O1.NC(N)=O.NC(N)=O.NC(N)=O.NC(N)=O.NC(N)=O.NC(N)=O.NC(N)=O
Kohn-Sham gap: 9.2337 eV

Each line ends with the Löwdin charge.
Atoms and positions in Å:
C 1.851 2.623 -0.767  -0.09
C 2.306 1.277 -1.303  -0.16
C 2.027 0.168 -0.340  -0.46
O 2.499 0.158 0.792  0.10
O 1.262 -0.870 -0.784  -0.03
C 0.352 -1.392 0.195  -0.21
C -0.896 -1.973 -0.446  -0.10
C -2.060 -1.051 -0.870  -0.54
P -1.441 0.712 -1.119  0.68
O -0.704 0.432 -2.551  -0.35
Br -3.271 1.807 -1.790  0.44
C -2.781 -1.595 -2.165  -0.09
C -4.216 -1.913 -1.700  -0.20
C -5.389 -0.978 -2.064  -0.14
C -5.918 -0.046 -0.954  -0.23
C -7.337 -0.418 -0.506  -0.21
C -8.389 0.406 -1.241  -0.29
N -9.687 -0.292 -1.234  -0.01
C -3.973 -2.113 -0.237  -0.42
O -4.384 -2.946 0.549  0.13
O -3.074 -1.144 0.146  -0.03
H 2.569 2.968 -0.030  0.07
H 0.874 2.591 -0.297  0.05
H 1.838 3.355 -1.560  0.06
H 1.898 1.059 -2.282  0.10
H 3.384 1.323 -1.422  0.11
H 0.808 -2.216 0.738  0.10
H 0.104 -0.669 0.956  0.09
H -0.617 -2.610 -1.280  0.12
H -1.305 -2.622 0.321  0.13
H -1.323 0.425 -3.286  0.03
H -2.336 -2.565 -2.352  0.11
H -2.733 -0.972 -3.045  0.09
H -4.484 -2.857 -2.167  0.15
H -6.207 -1.586 -2.429  0.11
H -5.061 -0.380 -2.910  0.09
H -5.233 0.045 -0.120  0.09
H -5.983 0.946 -1.390  0.06
H -7.573 -1.461 -0.693  0.11
H -7.446 -0.239 0.555  0.07
H -8.462 1.385 -0.774  0.10
H -8.068 0.505 -2.275  0.11
H -10.160 -0.071 -0.370  0.06
H -10.251 0.021 -2.008  0.05
N 5.565 0.958 4.949  0.14
C 5.084 0.717 3.684  -0.69
N 4.007 -0.117 3.634  0.17
O 5.597 1.210 2.692  0.01
H 5.166 0.557 5.775  0.09
H 6.353 1.571 5.035  0.10
H 3.607 -0.318 2.730  0.08
H 3.597 -0.525 4.451  0.09
N 5.875 4.910 -3.173  0.17
C 4.921 4.500 -2.291  -0.65
N 4.946 5.106 -1.063  0.16
O 4.099 3.640 -2.574  0.01
H 6.571 5.598 -2.961  0.09
H 5.855 4.484 -4.086  0.07
H 4.263 4.816 -0.391  0.09
H 5.615 5.807 -0.811  0.09
N 3.625 2.975 -7.602  0.15
C 4.263 3.187 -6.409  -0.67
N 4.189 2.158 -5.513  0.16
O 4.844 4.231 -6.162  0.02
H 3.137 2.129 -7.821  0.09
H 3.655 3.714 -8.277  0.10
H 4.598 2.301 -4.607  0.08
H 3.706 1.302 -5.701  0.09
N 8.784 -0.263 3.527  0.15
C 9.096 -1.276 2.663  -0.69
N 8.062 -1.667 1.856  0.15
O 10.202 -1.787 2.615  0.01
H 7.871 0.155 3.565  0.06
H 9.506 0.068 4.135  0.10
H 8.241 -2.406 1.204  0.10
H 7.154 -1.238 1.882  0.09
N -6.982 2.481 3.609  0.15
C -7.442 1.292 3.112  -0.66
N -7.233 0.202 3.912  0.16
O -7.995 1.207 2.029  0.02
H -6.521 2.566 4.493  0.09
H -7.115 3.297 3.044  0.10
H -7.554 -0.685 3.575  0.10
H -6.776 0.252 4.802  0.09
N 2.695 -6.230 0.496  0.15
C 2.334 -4.932 0.751  -0.68
N 2.443 -4.076 -0.309  0.17
O 1.940 -4.569 1.846  0.02
H 3.021 -6.545 -0.396  0.09
H 2.626 -6.883 1.252  0.10
H 2.189 -3.118 -0.152  0.07
H 2.762 -4.356 -1.216  0.10
N -1.222 -1.313 4.693  0.15
C -1.746 -1.440 3.432  -0.64
N -2.796 -2.305 3.315  0.18
O -1.299 -0.821 2.480  0.03
H -1.569 -1.817 5.485  0.09
H -0.448 -0.687 4.807  0.10
H -3.215 -2.421 2.406  0.07
H -3.162 -2.823 4.089  0.09